Run w
Computed, not measured: a cluster of 2 separate species, C9H13NO in total, with wB97M-V/def2-TZVPD.

Values from the calculation:
SMILES string = Cc1ccccc1.CC(N)=O
lowest unoccupied orbital energy = 0.0282 hartree
orbital gap = 9.634 eV

```
! RIJCOSX wB97M-V def2-TZVPD def2/J DEFGRID3
* xyz 0 1
O 3.18 -0.39 1.71
N 2.73 -2.09 0.24
C 1.42 -1.80 2.28
C -1.54 0.03 0.82
C -2.27 2.03 -0.60
C -0.85 -0.50 -0.23
C -1.59 1.41 -1.68
C 2.52 -1.34 1.42
C -2.25 1.28 0.55
C -1.00 0.17 -1.57
C -1.37 2.02 -3.03
H 2.00 -2.88 0.24
H 3.50 -2.11 -0.33
H 1.48 -1.17 3.18
H 1.28 -2.81 2.49
H -2.05 1.81 -3.78
H 0.40 -1.67 1.69
H -0.70 -0.49 -2.30
H -1.10 3.00 -2.94
H -2.54 2.96 -0.70
H -0.16 -1.40 -0.22
H -0.65 1.46 -3.60
H -1.56 -0.42 1.82
H -2.82 1.72 1.33
*
```

Run x
Computed, not measured: a cluster of 2 separate species, C9H13NO in total, with wB97M-V/def2-TZVPD.

Values from the calculation:
SMILES string = Cc1ccccc1.CC(N)=O
lowest unoccupied orbital energy = 0.0240 hartree
orbital gap = 9.829 eV

```
! RIJCOSX wB97M-V def2-TZVPD def2/J DEFGRID3
* xyz 0 1
O -3.97 -0.79 -2.29
N -3.02 -0.29 -0.32
C -3.48 0.05 -1.55
C 2.59 -0.59 1.75
C -3.31 1.47 -2.06
C 1.17 -2.41 0.86
C 2.73 1.59 0.79
C 1.55 -0.96 0.87
C 1.07 0.01 -0.01
C 3.05 0.70 1.80
C 1.76 1.22 -0.15
H -2.83 -1.25 -0.19
H 2.95 -1.38 2.40
H -3.75 2.19 -1.37
H 0.62 -2.71 -0.03
H 3.75 0.91 2.61
H 0.28 -0.20 -0.72
H 3.10 2.60 0.90
H 0.63 -2.62 1.79
H -2.25 1.73 -2.15
H 2.04 -3.08 0.82
H 1.52 1.95 -0.91
H -3.73 1.51 -3.05
H -2.47 0.35 0.22
*
```

Run y
Computed, not measured: a cluster of 2 separate species, C9H13NO in total, with wB97M-V/def2-TZVPD.

Values from the calculation:
SMILES string = Cc1ccccc1.CC(N)=O
lowest unoccupied orbital energy = 0.0311 hartree
orbital gap = 10.203 eV

```
! RIJCOSX wB97M-V def2-TZVPD def2/J DEFGRID3
* xyz 0 1
O -0.02 3.41 0.53
N 0.44 1.52 1.70
C -0.29 2.26 0.78
C 0.97 -2.02 0.82
C 1.30 -1.04 -0.11
C -0.27 -2.65 0.76
C 0.44 -0.75 -1.16
C -1.53 1.53 0.36
C -0.75 -1.46 -1.29
C 0.77 0.44 -2.05
C -1.08 -2.43 -0.36
H 1.64 -2.24 1.64
H -1.36 -1.38 -2.18
H -1.94 1.85 -0.59
H 0.74 1.37 -1.49
H -1.96 -3.04 -0.49
H 1.77 0.31 -2.47
H -1.50 0.45 0.46
H 0.33 0.52 1.71
H 0.02 0.48 -2.84
H -2.34 1.85 1.03
H -0.64 -3.25 1.57
H 2.22 -0.51 0.04
H 1.40 1.81 1.84
*
```

What is the stability order? It is run y, run x, run w, from most stable to least stable.

Run w
Computed, not measured: the molecule C9H13NO, with wB97M-V/def2-TZVPD.

Values from the calculation:
SMILES string = C=CN1C(=O)C=C[C@@]1(C)CC
lowest unoccupied orbital energy = 0.0285 hartree
orbital gap = 9.347 eV

```
! RIJCOSX wB97M-V def2-TZVPD def2/J DEFGRID3
* xyz 0 1
O 2.87 -0.71 0.46
N 0.77 0.22 -0.14
C -1.36 -0.28 1.99
C -0.28 -1.72 -0.28
C -0.95 0.02 -1.85
C 1.71 -0.75 0.18
C 1.09 1.58 -0.31
C 0.92 -2.02 0.22
C -0.54 -0.28 -0.47
C -1.66 0.23 0.56
C 2.29 2.10 -0.18
H -1.11 -1.43 1.81
H -1.01 -2.52 -0.34
H -2.13 -0.31 2.68
H 0.35 2.14 -0.81
H -1.97 -0.14 -1.80
H 2.31 3.12 -0.33
H -1.66 1.28 0.58
H -0.59 0.34 2.40
H -0.73 1.09 -2.14
H -0.37 -0.58 -2.53
H 3.22 1.67 -0.21
H -2.60 -0.15 0.16
H 1.45 -2.92 0.36
*
```

Run x
Computed, not measured: a cluster of 2 separate species, C9H13NO in total, with wB97M-V/def2-TZVPD.

Values from the calculation:
SMILES string = Cc1ccccc1.CC(N)=O
lowest unoccupied orbital energy = 0.0309 hartree
orbital gap = 9.161 eV

```
! RIJCOSX wB97M-V def2-TZVPD def2/J DEFGRID3
* xyz 0 1
O 0.84 -0.92 -0.40
N 3.09 -1.03 -0.05
C -1.21 1.78 0.01
C 1.94 -0.43 -0.54
C -1.91 -0.87 -0.29
C 2.23 0.91 -1.19
C -1.25 -0.47 0.86
C -1.12 -1.41 2.04
C -1.83 1.35 -1.17
C -0.98 0.89 1.03
C -2.14 0.02 -1.35
H -0.55 1.18 1.99
H -0.57 -2.31 1.72
H 4.03 -0.82 -0.27
H -2.02 2.20 -1.82
H -2.73 -0.36 -2.17
H 2.86 0.89 -2.08
H 1.27 1.42 -1.28
H -2.13 -1.80 2.18
H 2.89 1.46 -0.52
H -0.56 -1.00 2.86
H 2.96 -1.58 0.79
H -1.01 2.83 0.12
H -2.12 -1.91 -0.49
*
```

Run y
Computed, not measured: a cluster of 2 separate species, C9H13NO in total, with wB97M-V/def2-TZVPD.

Values from the calculation:
SMILES string = Cc1ccccc1.CC(N)=O
lowest unoccupied orbital energy = 0.0301 hartree
orbital gap = 9.986 eV

```
! RIJCOSX wB97M-V def2-TZVPD def2/J DEFGRID3
* xyz 0 1
O -0.41 -3.71 -0.05
N -0.44 -2.58 1.89
C 2.88 0.71 -0.13
C -1.03 -2.99 0.71
C -1.07 2.32 -0.86
C -0.88 1.02 -0.39
C 1.51 1.36 -0.37
C 1.36 2.67 -0.88
C -2.37 -2.48 0.39
C 0.41 0.58 -0.10
C 0.05 3.11 -1.07
H 0.51 -0.42 0.32
H -0.87 -1.81 2.37
H -2.51 -2.74 -0.66
H 0.50 -2.90 1.96
H -2.32 -1.39 0.31
H 2.81 -0.24 -0.63
H 3.06 0.63 0.94
H 3.68 1.33 -0.54
H -3.28 -2.81 0.87
H -2.09 2.63 -1.05
H 2.21 3.28 -1.11
H -1.73 0.36 -0.37
H 0.00 4.08 -1.54
*
```

What is the stability order? It is run y, run x, run w, from most stable to least stable.

Run w
Computed, not measured: a cluster of 2 separate species, C5H14O in total, with wB97M-V/def2-TZVPD.

Values from the calculation:
SMILES string = CC(C)O.CC
lowest unoccupied orbital energy = 0.0352 hartree
orbital gap = 11.044 eV

```
! RIJCOSX wB97M-V def2-TZVPD def2/J DEFGRID3
* xyz 0 1
O 0.43 1.76 -0.15
C 1.16 0.52 -0.36
C -1.83 -0.56 1.73
C 2.70 0.75 -0.32
C 0.56 0.14 -1.74
C -2.14 -1.54 0.54
H -1.59 0.33 1.24
H -1.35 -1.88 -0.07
H 0.63 2.31 0.66
H 2.88 1.66 -0.96
H 0.97 -0.67 -2.18
H 3.29 -0.02 -0.78
H -2.87 -0.92 -0.07
H 0.66 0.91 -2.42
H -2.77 -0.34 2.32
H -0.55 -0.11 -1.59
H 3.07 1.03 0.63
H 0.64 -0.14 0.49
H -2.84 -2.33 0.66
H -1.03 -0.91 2.40
*
```

Run x
Computed, not measured: a cluster of 2 separate species, C5H14O in total, with wB97M-V/def2-TZVPD.

Values from the calculation:
SMILES string = CCC(C)C.O
lowest unoccupied orbital energy = 0.0275 hartree
orbital gap = 11.460 eV

```
! RIJCOSX wB97M-V def2-TZVPD def2/J DEFGRID3
* xyz 0 1
O 3.37 -0.16 -4.24
C -0.28 -0.20 1.24
C 0.94 0.29 0.37
C -0.14 0.22 2.73
C -1.76 -0.03 -0.97
C -1.73 0.00 0.54
H -0.99 -0.87 -1.17
H -0.10 -1.20 1.32
H -1.48 0.83 -1.57
H -2.38 -0.71 1.02
H 0.72 -0.32 3.23
H -1.05 -0.01 3.42
H 1.89 0.19 0.90
H -2.13 1.01 0.73
H -2.70 -0.54 -1.48
H 1.07 -0.33 -0.53
H 3.25 -0.61 -3.47
H 0.15 1.26 2.72
H 0.75 1.26 0.05
H 2.62 -0.07 -4.85
*
```

What is the stability order? It is run x, run w, from most stable to least stable.

Run w
Computed, not measured: a cluster of 2 separate species, C5H14O in total, with wB97M-V/def2-TZVPD.

Values from the calculation:
SMILES string = CC(C)O.CC
lowest unoccupied orbital energy = 0.0360 hartree
orbital gap = 11.201 eV

```
! RIJCOSX wB97M-V def2-TZVPD def2/J DEFGRID3
* xyz 0 1
O 1.52 -0.16 -0.03
C -2.20 0.50 -3.18
C 1.83 -0.93 2.33
C -1.90 0.44 -1.67
C 0.86 -0.57 1.24
C 0.05 0.69 1.54
H 0.29 -1.40 0.86
H -0.75 0.76 0.81
H 2.31 -0.69 -0.14
H 1.51 -0.47 3.27
H -0.90 0.82 -1.45
H -1.71 -0.59 -1.34
H -1.30 0.11 -3.65
H 1.99 -1.98 2.52
H 2.82 -0.48 2.28
H -2.65 0.85 -1.00
H 0.72 1.54 1.64
H -2.42 1.49 -3.55
H -0.33 0.68 2.58
H -3.02 -0.19 -3.38
*
```

Run x
Computed, not measured: a cluster of 2 separate species, C5H14O in total, with wB97M-V/def2-TZVPD.

Values from the calculation:
SMILES string = CCC.CCO
lowest unoccupied orbital energy = 0.0356 hartree
orbital gap = 11.212 eV

```
! RIJCOSX wB97M-V def2-TZVPD def2/J DEFGRID3
* xyz 0 1
O 1.71 -0.52 0.36
C 1.82 -0.44 -1.05
C 2.86 0.64 -1.46
C -2.23 -0.44 0.77
C -1.85 0.23 -0.57
C -2.47 0.45 1.99
H 0.84 -0.06 -1.37
H -1.73 1.25 1.91
H 2.06 -1.43 -1.44
H 2.48 -0.18 0.80
H -1.57 1.28 -0.56
H -2.64 -0.17 -1.20
H 2.51 1.56 -0.96
H -1.06 -0.37 -0.99
H -3.42 0.98 1.86
H 2.71 0.89 -2.51
H -1.34 -1.04 1.09
H -2.28 -0.08 2.92
H -2.90 -1.28 0.64
H 3.85 0.36 -1.11
*
```

Run y
Computed, not measured: a cluster of 2 separate species, C5H14O in total, with wB97M-V/def2-TZVPD.

Values from the calculation:
SMILES string = CC(C)O.CC
lowest unoccupied orbital energy = 0.0326 hartree
orbital gap = 10.993 eV

```
! RIJCOSX wB97M-V def2-TZVPD def2/J DEFGRID3
* xyz 0 1
O -2.40 1.41 1.17
C -1.96 -0.19 -0.65
C 3.48 0.17 -1.02
C -1.61 -0.71 1.90
C 1.96 -0.11 -0.98
C -1.63 0.30 0.76
H -0.56 0.61 0.75
H -1.12 -0.57 -1.24
H -1.06 -0.43 2.81
H 1.59 -0.53 -0.06
H 3.96 -0.10 -0.08
H 1.65 -0.81 -1.77
H 3.73 1.20 -1.29
H 1.46 0.84 -1.12
H -2.21 2.18 0.61
H -1.45 -1.75 1.59
H 3.95 -0.43 -1.78
H -2.70 -0.97 -0.66
H -2.42 0.66 -1.19
H -2.68 -0.77 2.27
*
```

What is the stability order? It is run y, run w, run x, from most stable to least stable.

Run w
Computed, not measured: a cluster of 2 separate species, C4H14N3 in total, with wB97M-V/def2-TZVPD.

Values from the calculation:
lowest unoccupied orbital energy = -0.1216 hartree
orbital gap = 9.455 eV

```
! RIJCOSX wB97M-V def2-TZVPD def2/J DEFGRID3
* xyz 1 1
N -1.67 0.56 0.12
N -2.88 0.20 0.48
N 2.23 0.40 -0.28
C -0.93 -1.68 -0.27
C -0.73 -0.26 -0.10
C -1.54 1.98 -0.07
C 2.83 -0.86 0.16
H 4.02 -0.80 -0.09
H -2.09 2.42 0.73
H 0.23 0.28 -0.50
H -3.56 0.94 0.44
H 2.89 -0.90 1.24
H 0.02 -2.17 -0.63
H -1.94 -1.92 -0.73
H -2.20 2.00 -0.98
H -1.00 -2.22 0.75
H 2.56 1.24 0.12
H -0.51 2.30 -0.40
H 2.38 0.42 -1.26
H 2.37 -1.68 -0.17
H -3.18 -0.69 0.58
*
```

Run x
Computed, not measured: a cluster of 2 separate species, C4H14N3 in total, with wB97M-V/def2-TZVPD.

Values from the calculation:
lowest unoccupied orbital energy = -0.1119 hartree
orbital gap = 11.958 eV

```
! RIJCOSX wB97M-V def2-TZVPD def2/J DEFGRID3
* xyz 1 1
N 2.04 0.47 -0.41
N -0.06 1.43 -0.14
N 0.31 -0.17 -1.78
C 0.71 0.52 -0.72
C 0.05 -2.01 1.58
C -1.51 1.48 -0.33
C -1.23 -1.21 1.42
H 2.47 -0.35 -0.81
H 2.25 0.69 0.55
H -1.96 -1.27 2.23
H 0.96 -1.40 1.53
H 0.14 -2.45 2.58
H -1.87 -1.40 0.56
H 0.17 -2.85 0.90
H -0.65 -0.25 -2.07
H -1.99 0.57 -0.69
H 0.20 1.73 0.79
H 1.04 -0.50 -2.39
H -1.70 2.18 -1.15
H -2.00 1.77 0.59
H -1.02 -0.15 1.39
*
```

What is the stability order? It is run x, run w, from most stable to least stable.

Run w
Computed, not measured: a structure of composition C4H14N3, with wB97M-V/def2-TZVPD.

Values from the calculation:
lowest unoccupied orbital energy = -0.0905 hartree
orbital gap = 11.114 eV

```
! RIJCOSX wB97M-V def2-TZVPD def2/J DEFGRID3
* xyz 1 1
N 0.77 -1.83 -1.84
N -0.41 2.26 0.40
N 0.66 0.33 -0.93
C -0.10 2.10 1.85
C 0.21 -0.87 -1.13
C -0.64 0.78 2.35
C 0.18 -3.16 -2.01
H -0.01 3.14 0.06
H 0.98 2.18 1.95
H 0.60 -3.86 -1.29
H -0.72 -1.16 -0.63
H -0.21 -0.06 1.81
H 1.66 -1.67 -2.28
H -1.41 2.31 0.24
H -0.37 0.63 3.40
H 0.42 -3.51 -3.01
H -0.55 2.91 2.41
H -1.72 0.73 2.29
H 1.47 0.54 -1.50
H -0.89 -3.10 -1.89
H 0.08 1.32 -0.24
*
```

Run x
Computed, not measured: a cluster of 2 separate species, C4H14N3 in total, with wB97M-V/def2-TZVPD.

Values from the calculation:
lowest unoccupied orbital energy = -0.1141 hartree
orbital gap = 11.208 eV

```
! RIJCOSX wB97M-V def2-TZVPD def2/J DEFGRID3
* xyz 1 1
N -1.56 1.87 0.77
N -1.05 0.22 -0.84
N -1.44 -0.29 1.40
C -1.20 1.32 -1.88
C 2.51 -2.00 0.65
C 3.45 -1.44 -0.41
C -1.29 0.62 0.43
H -1.27 2.74 0.33
H -1.80 0.79 -2.61
H 4.40 -1.09 0.05
H -1.90 2.04 1.71
H 3.15 -2.74 1.14
H -0.23 1.32 -2.41
H -1.47 2.33 -1.66
H -2.22 -0.17 2.03
H 1.61 -2.36 0.13
H 2.27 -1.35 1.51
H -0.63 -0.65 -1.09
H 3.04 -0.57 -0.94
H 3.58 -2.20 -1.18
H -1.03 -1.21 1.47
*
```

What is the stability order? It is run w, run x, from most stable to least stable.

Run w
Computed, not measured: a cluster of 2 separate species, C4H14N3 in total, with wB97M-V/def2-TZVPD.

Values from the calculation:
lowest unoccupied orbital energy = -0.1257 hartree
orbital gap = 8.997 eV

```
! RIJCOSX wB97M-V def2-TZVPD def2/J DEFGRID3
* xyz 1 1
N 1.31 -2.11 1.83
N -0.76 0.87 -0.43
N 1.83 -0.99 -0.13
C 0.98 -1.50 0.71
C -1.01 2.02 0.46
C -0.21 1.37 -1.69
C -1.97 0.10 -0.63
H -0.43 0.65 -2.49
H 0.60 -2.50 2.43
H -2.36 -0.22 0.33
H 2.82 -0.94 0.06
H -1.72 -0.78 -1.23
H 2.24 -2.03 2.22
H -1.73 2.73 0.04
H 1.44 -0.45 -0.88
H -0.08 -1.43 0.49
H -1.42 1.65 1.40
H -0.63 2.33 -2.00
H -2.78 0.61 -1.18
H -0.06 2.52 0.67
H 0.88 1.46 -1.65
*
```

Run x
Computed, not measured: a cluster of 2 separate species, C4H14N3 in total, with wB97M-V/def2-TZVPD.

Values from the calculation:
lowest unoccupied orbital energy = -0.1258 hartree
orbital gap = 11.431 eV

```
! RIJCOSX wB97M-V def2-TZVPD def2/J DEFGRID3
* xyz 1 1
N 0.14 -1.49 -0.49
N -0.73 0.15 -1.88
N 1.56 0.07 -1.53
C 1.30 0.45 2.36
C -2.12 -0.16 -1.63
C 0.31 -0.39 -1.26
C -0.12 0.94 1.95
H -0.69 0.10 1.55
H 1.07 -0.17 3.24
H 2.26 0.01 -0.81
H 0.88 -2.18 -0.62
H 1.82 -0.23 1.70
H 1.78 1.37 2.66
H -2.75 -0.38 -2.47
H -0.05 1.74 1.24
H -0.69 1.28 2.81
H -0.58 0.93 -2.52
H -2.12 -1.07 -0.99
H -2.60 0.58 -1.01
H 1.91 0.12 -2.46
H -0.60 -1.67 0.17
*
```

Run y
Computed, not measured: a cluster of 2 separate species, C4H14N3 in total, with wB97M-V/def2-TZVPD.

Values from the calculation:
lowest unoccupied orbital energy = -0.1113 hartree
orbital gap = 10.551 eV

```
! RIJCOSX wB97M-V def2-TZVPD def2/J DEFGRID3
* xyz 1 1
N 1.19 0.22 0.33
N 0.35 0.28 -0.90
N 1.87 1.46 0.43
C -3.32 0.46 -0.90
C -2.87 -0.74 -0.60
C 2.23 -0.80 0.11
C 0.19 -0.05 1.41
H -0.76 0.50 1.21
H 1.00 0.50 -1.71
H -0.03 -1.17 1.44
H -3.91 0.97 -0.11
H 2.36 -1.03 -0.96
H 2.45 1.37 1.34
H 3.20 -0.40 0.53
H -3.07 -1.06 0.35
H -0.36 -0.38 -0.87
H -2.08 -1.27 -1.25
H -3.18 1.04 -1.89
H 1.26 2.19 0.71
H 0.63 0.36 2.40
H 1.94 -1.70 0.58
*
```

What is the stability order? It is run x, run w, run y, from most stable to least stable.

Run w
Computed, not measured: a cluster of 2 separate species, C4H14N3 in total, with wB97M-V/def2-TZVPD.

Values from the calculation:
lowest unoccupied orbital energy = -0.1152 hartree
orbital gap = 11.716 eV

```
! RIJCOSX wB97M-V def2-TZVPD def2/J DEFGRID3
* xyz 1 1
N -0.54 -0.99 -2.25
N 0.18 -0.53 -0.11
N 1.53 -1.78 -1.52
C 1.16 -0.30 0.96
C -1.92 1.75 1.85
C -0.56 2.44 1.90
C 0.39 -1.08 -1.29
H -0.56 3.31 2.56
H -0.63 0.07 -0.03
H -1.31 -0.35 -2.22
H -0.46 -1.67 -2.99
H -2.72 2.48 1.77
H 1.77 -1.82 -2.50
H -0.19 2.85 0.96
H -2.06 1.02 2.63
H 1.76 -2.57 -0.94
H 0.18 1.79 2.36
H 0.78 -0.63 1.91
H 1.43 0.74 0.94
H -1.99 1.20 0.90
H 2.02 -0.94 0.79
*
```

Run x
Computed, not measured: a cluster of 2 separate species, C4H14N3 in total, with wB97M-V/def2-TZVPD.

Values from the calculation:
lowest unoccupied orbital energy = -0.1011 hartree
orbital gap = 10.274 eV

```
! RIJCOSX wB97M-V def2-TZVPD def2/J DEFGRID3
* xyz 1 1
N -1.00 -0.87 2.00
N 1.43 0.98 -0.60
N -0.96 0.97 0.57
C -1.56 0.21 1.42
C 1.02 0.66 -3.03
C -1.63 -1.84 2.90
C 1.59 0.01 -1.75
H -2.59 0.46 1.70
H -1.51 1.69 0.15
H 0.00 1.03 -2.87
H 1.67 1.53 -3.30
H -2.66 -1.53 3.15
H 0.43 1.02 -0.16
H 1.71 1.91 -0.96
H 2.66 -0.26 -1.85
H 2.11 0.88 0.13
H -1.05 -1.92 3.85
H 1.02 -0.02 -3.90
H -1.58 -2.78 2.41
H 1.05 -0.87 -1.43
H -0.16 -1.25 1.56
*
```

What is the stability order? It is run w, run x, from most stable to least stable.